The following is a quantum chemistry calculation of a structure of composition C16H44CuN4O8S, from the OMol25 dataset.

Atoms and positions in Å:
H: 4.118081 -0.760111 0.808681
S: -0.591309 0.134629 4.430661
C: 5.893571 -0.320771 -1.176869
N: -2.767179 -0.223721 -1.987819
H: -6.366339 1.733349 -4.670459
H: -1.906629 0.576229 -3.791769
H: 2.463681 3.838679 -0.795139
H: -0.150559 3.827009 1.480431
H: -2.904449 -3.598171 4.221011
C: -4.060219 -5.107731 -0.190269
H: -4.872999 -2.820501 3.229591
H: -2.377519 -5.056301 3.940811
O: -1.257049 1.083229 3.507751
H: 5.731611 -2.234761 0.089871
C: -3.826619 -0.467181 -4.143709
H: 2.194711 4.020599 1.910241
H: 1.928321 7.539799 4.032001
H: 1.838501 5.478189 -0.847769
C: -5.141099 -3.863731 3.062561
H: -4.793599 -5.723991 0.329801
H: 5.872951 0.425619 -0.382779
H: 5.789531 -3.299391 -1.845049
H: -0.010289 4.627609 0.105061
O: 2.742441 6.535659 2.325221
C: -5.883239 0.781489 -4.449829
H: -6.228939 0.463069 -3.466379
C: 1.474491 5.999119 1.797351
O: 7.305531 -0.580331 -1.487409
H: 5.435591 0.208069 -2.012749
H: -1.808859 -2.461001 -3.022109
H: -4.040039 -5.614771 2.524541
H: -3.305659 -1.004121 -1.639809
C: 7.938681 0.548969 -2.090729
C: -3.056129 -3.872541 1.688611
H: 4.313051 -2.382651 -2.475239
C: 5.116561 -1.667451 -0.608669
H: -6.233029 -0.007601 -5.115479
H: 0.696661 5.836849 2.543511
H: -5.645369 -4.025041 2.109791
C: 4.853691 -2.787901 -1.619919
H: 3.469131 4.876089 0.070021
H: -5.722749 -4.326121 3.860051
O: -4.483499 0.769669 -4.340799
H: 4.339481 -3.660081 -1.216199
O: -3.822639 -3.822351 0.491201
H: -0.649059 -1.241091 -2.999009
H: 0.941481 6.660389 1.114171
H: -4.333409 -1.264051 -3.599409
C: -1.596499 -1.492821 -3.475559
C: 1.740711 4.632179 1.130521
C: -2.513499 -0.249571 -3.420479
C: 2.625391 7.750949 3.221071
H: 3.523381 -2.113361 0.331681
N: -3.236609 -4.532971 4.031471
H: -2.021029 -4.200621 1.593581
H: -3.307309 0.589539 -1.729059
H: 3.586141 7.865389 3.723041
H: -3.556689 -0.859951 -5.123999
O: -1.594029 -0.542991 5.275241
H: 7.745591 1.446409 -1.502999
N: 3.860861 -1.238241 -0.042979
O: 0.159071 -0.764191 3.584661
H: -1.511369 -1.847831 -4.502609
H: 9.018021 0.513089 -1.942919
H: 2.316741 8.693369 2.768651
O: 0.369211 0.816279 5.244361
C: -3.834339 -4.577421 2.788531
H: -4.636179 -4.916101 -1.095609
H: -2.932769 -2.810551 1.900841
H: 7.606631 0.578409 -3.128499
N: 0.489311 3.999529 0.718271
C: 2.432251 4.783889 -0.253209
Cu: 0.143091 0.265689 0.630351
H: -3.095399 -5.558911 -0.421899

Forces on atoms 1 to 6 (eV/Å):
-0.29 0.63 0.30
-2.15 1.45 1.07
0.88 -1.65 0.80
0.21 2.16 1.21
0.80 0.13 -0.24
-0.45 0.28 0.23

Computed properties:
* relative energy (zero: lowest compared OMol25 entry of this formula, charge and spin): 207.09 kcal per mole
* max |F|: 5.097 eV/Å
* Kohn-Sham gap: 3.60 eV
* net charge: -1
* M: 516.2 g mol⁻¹

These are the Mulliken partial charges, in e, on atoms 1 to 8:
1 H 0.262
2 S 1.180
3 C -0.550
4 N -0.516
5 H 0.239
6 H 0.295
7 H 0.354
8 H 0.276

The following is a quantum chemistry calculation of a structure of composition C16H44N3O12PS4V, from the OMol25 dataset.

Atoms and positions in Å:
H: 3.829990 3.143773 -1.060396
H: -1.234538 3.545477 -2.769451
H: -2.887707 -2.949368 2.190465
S: 1.906755 2.295860 -2.144799
H: -0.241869 -3.627586 1.584123
H: 0.705749 4.443338 5.396987
H: -6.063877 -0.905336 2.252843
N: 1.874497 -2.219837 1.297815
H: -3.811540 -1.515016 2.642422
O: -1.351085 0.990109 -3.745306
H: -0.082087 -4.505745 -2.067537
H: 4.302734 -4.110295 0.668333
N: 0.705136 -4.248274 -0.172203
O: -1.675631 1.143683 -0.977822
H: -2.380565 4.418362 -3.772145
O: -1.643932 1.729053 1.120057
H: -2.873088 2.965773 -2.821429
H: -7.459479 -1.706949 1.727962
N: 3.267989 -3.188355 -0.981011
S: 0.726428 3.096536 3.401976
C: -3.639945 -2.239556 1.846362
H: -2.185950 2.116907 -6.133350
C: -6.415312 -1.557474 1.453274
C: 3.628622 2.142561 -1.441353
C: 3.707985 -2.644108 -2.273395
H: 0.370806 0.954242 4.777374
H: 4.254276 -1.703160 -2.207925
V: -0.484897 -0.312189 -2.195557
H: 1.481363 -0.369309 0.787486
H: 1.528413 -5.229359 -1.815598
S: -5.265297 -3.003209 1.659580
O: 1.043088 -1.696061 -1.138523
H: 4.329902 -3.423877 -2.713020
H: 2.318525 4.377410 4.723132
O: -5.721734 -3.467434 3.009266
H: -1.936117 2.400981 0.499777
C: 4.179277 -4.169154 -0.413050
O: -1.532932 -1.459675 -2.554293
H: -0.937027 6.156936 -1.212582
C: 2.227304 -0.869096 1.405451
H: -1.222646 -3.316168 0.221715
H: 4.085489 -5.142017 -0.895598
H: -1.089279 1.513264 4.021562
H: 0.100886 3.241018 -0.648827
O: -1.182206 -0.340229 0.376989
H: 2.957909 -2.426393 -3.033703
O: -0.730746 1.061279 -5.803954
C: -2.000815 6.236219 -1.436569
H: 0.215256 0.955309 3.041464
C: 2.380854 -3.064795 2.414953
H: -1.033297 -5.002050 0.677575
O: 1.358974 0.871568 -2.036126
H: 1.663689 3.151916 0.109889
P: 1.700845 -2.806093 -0.351091
H: 2.185541 -0.463944 2.416497
H: -6.329261 -0.996955 0.522402
H: -2.532003 6.978131 -0.840332
H: 0.134834 -6.048142 -1.198579
H: 1.775819 3.038900 5.736001
S: -2.964845 4.725817 -1.294057
H: 3.379387 -2.770127 2.737758
H: -2.176826 6.842263 -2.325301
C: -1.488909 1.389555 -4.875212
H: 1.756217 -3.095989 3.307674
H: 1.343972 4.447906 -1.086641
C: 0.549542 -5.054633 -1.369069
H: 3.202785 -0.608405 0.994881
H: 5.250923 -4.060826 -0.580187
C: -1.461856 0.861135 0.193155
C: 1.163931 3.405186 -0.825103
O: -2.600272 4.017575 0.025578
H: 3.594811 1.313767 -0.734207
H: 4.222487 2.068162 -2.352343
H: 2.417864 -4.090315 2.047465
O: 1.963559 2.730816 2.542950
C: -0.002906 1.538221 3.936287
C: -0.514462 -4.045488 0.615020
O: -2.538278 2.156286 -5.241215
C: -2.271637 3.874723 -2.833696
H: -3.285879 -1.653090 0.998544
C: 1.456316 3.766064 4.989507

Forces on atoms 1 to 6 (eV/Å):
0.13 -0.27 0.57
0.03 0.21 0.48
-0.36 -0.26 -0.23
-0.14 0.34 0.51
-0.06 -0.45 0.14
-0.08 -0.14 0.18

Computed properties:
* relative energy (zero: lowest compared OMol25 entry of this formula, charge and spin): 0.00 kcal per mole
* max |F|: 6.023 eV/Å
* Kohn-Sham gap (alpha / beta): 7.62 / 8.17 eV
* ⟨S²⟩: 0.79
* net charge: 0
* spin multiplicity: 2
* M: 680.7 g mol⁻¹

These are the Mulliken partial charges, in e, on atoms 1 to 8:
1 H 0.477
2 H 0.085
3 H 0.270
4 S 0.352
5 H 0.257
6 H 0.363
7 H 0.260
8 N 0.433

The following is a quantum chemistry calculation of a cluster of 8 separate species, C16H45N3O19S4 in total, from the OMol25 dataset.

Atoms and positions in Å:
H: 2.278138 -0.392964 -4.649009
O: -1.214702 6.017126 2.182581
N: -1.906392 -3.104754 -3.370019
O: -1.879882 5.097166 -0.111869
O: 5.961948 -0.104144 -1.859589
O: 5.389038 0.139286 1.894171
H: 2.980818 3.047186 1.682611
C: -7.277712 0.503836 3.107461
H: -1.516652 -2.563334 -5.303829
H: -8.104452 0.267266 3.777261
O: -2.044902 -4.344494 -3.428939
H: 3.650658 -4.208564 -1.022069
H: -4.251022 1.907446 0.895251
H: 4.337368 0.121366 4.904141
O: -1.387262 -2.524544 -2.437659
H: -7.470382 1.458666 2.618311
H: -5.147212 4.340496 3.486781
H: 2.025778 2.156286 -0.545969
S: -7.184292 -0.886454 1.912531
H: 7.357148 -1.674514 -0.012159
C: -2.971852 4.001296 3.398621
H: -3.612522 -3.401694 0.358191
H: 3.158618 3.420656 -0.691929
C: 2.602458 0.231656 -3.816679
O: 3.449478 -1.321084 2.553021
H: 4.523858 2.270126 1.198251
O: -8.324612 -0.852434 0.988151
H: -3.144622 -4.680964 -0.714639
H: -6.195152 0.187726 -0.722729
H: -3.269992 -2.691514 -4.879539
H: -0.653192 2.685566 0.884961
H: 5.648938 -4.191824 -2.117629
C: -2.292292 -2.314354 -4.579609
H: 1.568608 -1.316504 -1.123189
H: 0.410808 -2.178144 -0.077739
S: 4.033128 0.016436 2.455771
H: 4.606528 1.695396 4.086861
H: -4.629362 2.063086 -0.817989
H: -1.399482 -3.084394 -0.492169
H: 3.303348 -0.277574 -3.155219
S: 6.224528 -1.505874 -2.103969
H: -4.650232 2.695426 3.032321
H: 2.861528 -3.218084 -2.174789
C: 1.012708 -1.275934 -0.186479
O: -0.965972 -0.180974 0.512531
H: -6.394402 0.511646 3.746071
N: 3.426428 1.358906 -4.286089
O: -5.787632 -0.452174 1.136201
H: 4.895718 -3.996154 -3.739949
H: -4.552372 3.343616 4.691081
H: -2.262282 3.221826 3.676181
H: 0.658178 3.813766 1.138531
H: -3.710392 0.615826 -0.180799
C: -4.394502 3.566336 3.635821
H: 6.811408 -3.248764 -0.612189
H: 1.672768 -1.171934 0.674691
O: 4.833628 -2.278954 -2.543939
H: 5.674688 -2.083264 0.180471
H: -3.053922 -4.894274 1.027261
O: 3.391528 2.326576 -3.563099
O: 3.927248 1.180436 -5.386129
C: 3.083228 2.374216 -0.396329
H: 1.762148 0.595396 -3.225329
H: -6.721832 1.277706 0.400261
C: -5.847932 0.658836 0.196831
C: 3.947878 0.831336 4.174521
O: -1.516832 -3.737974 0.201121
H: 3.159608 -4.961614 -2.521309
H: 3.692728 1.716066 -1.015559
S: -1.578372 4.872736 1.296001
C: 6.529638 -2.203534 -0.484879
O: 0.004558 0.525926 -1.233309
O: -6.874012 -2.081394 2.717021
C: -0.322532 3.515646 1.509251
H: 2.926628 1.198526 4.276091
C: -2.870452 -4.187654 0.217861
C: 4.878138 -3.682634 -2.696159
O: 7.337078 -1.964804 -2.963059
N: -0.063322 -0.202824 -0.310209
C: 3.567848 -4.044574 -2.096479
C: 3.439408 2.256156 1.089271
H: -2.746132 4.931406 3.920211
C: -4.499392 1.347346 -0.006249
H: -2.317362 -1.258964 -4.308299
O: 3.043068 0.991736 1.579611
O: -2.886682 4.085346 1.985041
H: -0.154502 3.305776 2.565581

Forces on atoms 1 to 6 (eV/Å):
0.31 0.16 0.10
-0.83 -2.85 -2.10
-0.05 -2.75 -0.91
0.32 -0.76 2.31
-0.60 -1.30 -1.14
-2.37 -0.11 1.05

Computed properties:
* max |F|: 3.638 eV/Å
* Kohn-Sham gap (alpha / beta): 8.64 / 2.75 eV
* ⟨S²⟩: 0.75
* net charge: +1
* spin multiplicity: 2
* M: 711.8 g mol⁻¹

These are the Mulliken partial charges, in e, on atoms 1 to 8:
1 H 0.335
2 O -0.620
3 N 0.803
4 O -0.584
5 O -0.552
6 O -0.607
7 H 0.303
8 C -0.929